# 1
Entry from OMol25: a cluster of 2 separate species, C5H15NO in total at a distorted geometry (ωB97M-V with the def2-TZVPD basis set).

XYZ file:
```
22
Properties=species:S:1:pos:R:3:forces:R:3:nbo_charge:R:1
C -0.15357 0.15818 -2.01367 1.3 -0.8 -1.0 -0.649
C 1.06401 -0.13306 -1.08580 -1.6 0.5 1.1 -0.216
N 0.57398 -0.73333 0.19820 2.0 0.3 0.0 -0.457
C 1.77507 -1.43807 0.76882 -1.4 -1.2 -0.3 -0.430
C -0.05624 0.14123 1.25284 -0.5 -2.2 -1.5 -0.222
C -1.40799 -0.52087 1.58933 -0.9 1.6 0.5 -0.612
H -1.03216 -0.22756 -1.51796 -0.4 0.3 -0.1 0.229
H -0.27251 1.10532 -2.53560 0.0 0.6 0.8 0.204
H 0.02182 -0.46786 -2.90747 -0.4 -0.2 0.4 0.216
H 1.64393 -0.88354 -1.60215 0.3 -0.2 0.2 0.195
H 1.73346 0.67351 -0.77480 0.0 0.5 -0.7 0.173
H 2.68818 -1.34267 0.17385 -0.1 0.3 0.1 0.191
H 1.46607 -2.49397 0.72236 0.6 0.0 0.3 0.203
H 1.97823 -1.19957 1.81386 0.0 0.1 -0.1 0.186
H -0.28693 1.14903 0.92184 0.5 0.2 -0.2 0.173
H 0.63904 0.12126 2.08096 -0.2 0.6 0.4 0.193
H -2.02269 0.28407 2.03321 0.0 -0.4 0.2 0.193
H -1.97365 -0.81436 0.70770 0.4 0.0 -0.3 0.215
H -1.46455 -1.36010 2.26983 0.7 -0.2 0.2 0.213
O -1.93659 2.94169 -0.74441 0.4 -0.4 0.2 -0.926
H -1.27969 2.62884 -1.37988 -0.2 0.2 -0.1 0.467
H -1.69722 2.41182 0.02896 -0.3 0.2 0.0 0.461
```
Forces are in eV/Å.

Summary:
- Calculated total energy: -8964.2838 eV
- Largest force on an atom: 0.053 hartree/bohr
- SMILES: CCN(C)CC.O
- Kohn-Sham gap: 9.45 eV

=====

# 2
Entry from OMol25: a cluster of 3 separate species, C5H15NO2 in total at a distorted geometry (ωB97M-V with the def2-TZVPD basis set).

XYZ file:
```
23
Properties=species:S:1:pos:R:3:forces:R:3:nbo_charge:R:1
C 2.30820 0.13388 1.09711 -0.4 -0.1 -0.2 -0.237
N 1.31868 -0.91465 0.81119 -0.2 1.0 -0.3 -0.668
C -1.23879 0.41468 0.77703 -0.8 -0.5 -0.1 -0.005
C -1.99288 -0.58152 0.00576 0.4 -1.4 -1.3 -0.058
C -3.19140 0.10633 -0.65440 0.2 0.7 0.7 -0.590
O -1.23710 -1.15594 -1.10187 -0.5 0.9 0.9 -0.686
C 2.36292 1.24913 0.04592 0.2 0.0 0.4 -0.607
H 2.06499 0.56842 2.06976 0.1 -0.1 0.1 0.173
H 3.28052 -0.35523 1.18649 0.0 0.0 -0.1 0.213
H 1.26827 -1.07737 -0.24785 0.8 0.0 -0.1 0.413
H -1.31883 1.43380 0.41062 0.9 0.0 -0.1 0.211
H -1.09384 0.26113 1.84115 0.2 0.1 0.0 0.213
H -2.29645 -1.45185 0.58937 0.0 0.3 0.5 0.196
H -3.81821 -0.61458 -1.16920 0.1 -0.1 0.0 0.246
H -2.77398 0.83764 -1.34731 -0.2 -0.1 -0.2 0.224
H -3.77757 0.64092 0.09894 -0.2 -0.1 -0.1 0.199
H -0.27830 -0.91093 -1.06184 0.5 -0.4 -1.2 0.515
H 1.34423 1.59126 -0.15267 0.0 0.1 -0.1 0.191
H 2.94244 2.08718 0.44136 0.0 0.0 -0.1 0.201
H 2.78921 0.89896 -0.88883 -0.1 0.0 -0.1 0.248
H 1.73233 -1.74311 -1.84313 0.0 -0.1 -0.4 0.428
H 0.39253 -0.48564 0.96730 -0.6 -0.2 0.8 0.295
O 1.21303 -0.93254 -1.87489 -0.2 0.1 0.9 -1.114
```
Forces are in eV/Å.

Summary:
- Calculated total energy: -11006.8971 eV
- Largest force on an atom: 0.037 hartree/bohr
- Kohn-Sham gap: 4.44 eV

=====

# 3
Entry from OMol25: a cluster of 2 separate species, C5H15NO2 in total at a distorted geometry (ωB97M-V with the def2-TZVPD basis set).

XYZ file:
```
23
Properties=species:S:1:pos:R:3:forces:R:3:nbo_charge:R:1
C 0.15980 2.23939 -0.97505 0.0 0.2 -0.3 -0.603
C 0.16287 0.73570 -1.30361 0.0 1.3 -0.4 -0.249
C 0.20215 0.55082 -2.81768 0.6 -0.2 0.0 -0.602
C -1.08752 0.08401 -0.68324 1.1 -0.4 0.8 -0.211
N -0.86325 -1.09459 0.14457 -0.4 0.1 0.1 -0.655
C -0.13620 -0.90499 1.35332 -0.4 -0.7 0.8 0.106
O -0.77536 -0.05178 2.28427 0.3 0.5 0.6 -0.747
H 1.00702 2.75305 -1.43850 0.0 -0.1 0.0 0.207
H 0.20422 2.42975 0.09643 0.0 -0.1 0.1 0.210
H -0.74164 2.73357 -1.35855 0.0 -0.1 0.0 0.198
H 1.11055 0.36423 -0.91289 -0.2 -0.5 0.3 0.202
H 1.00645 1.10957 -3.30096 0.2 0.0 0.3 0.209
H -0.68633 0.93332 -3.29185 -0.6 -0.1 -0.1 0.200
H 0.35808 -0.50152 -3.06843 -0.2 0.0 -0.1 0.205
H -1.54738 0.80551 -0.00574 -0.2 0.2 -0.2 0.177
H -1.80455 -0.15225 -1.44676 -0.4 -0.2 -0.4 0.205
H -0.66937 -1.97545 -0.30251 0.0 0.2 -0.2 0.380
H 0.89880 -0.57675 1.29061 0.3 0.5 -0.5 0.137
H -0.07425 -1.86710 1.87072 0.0 -0.3 -0.3 0.151
H -1.56965 0.39131 1.98426 -0.1 -0.3 -0.5 0.479
O 1.97228 -2.53702 3.94058 0.0 0.2 -0.1 -0.942
H 1.16589 -2.04948 3.72677 0.1 -0.2 0.2 0.473
H 1.70737 -3.41931 4.21421 -0.2 0.1 0.0 0.469
```
Forces are in eV/Å.

Summary:
- Calculated total energy: -11012.6843 eV
- Largest force on an atom: 0.028 hartree/bohr
- SMILES: CC(C)CNCO.O
- Kohn-Sham gap: 9.75 eV

=====

# 4
Entry from OMol25: a cluster of 3 separate species, C5H15NO2 in total at a distorted geometry (ωB97M-V with the def2-TZVPD basis set).

XYZ file:
```
23
Properties=species:S:1:pos:R:3:forces:R:3:nbo_charge:R:1
C -0.36377 -3.35211 0.42813 0.6 -2.7 3.7 -0.399
C -0.50434 -2.12572 0.79078 -1.1 3.6 1.4 -0.158
C -0.72769 -0.93521 -0.12761 1.2 0.4 2.7 -0.469
C -1.21163 0.31009 0.65539 -0.2 -0.6 -1.6 -0.219
N -0.01929 1.04025 1.10026 -2.8 1.6 -1.5 -0.637
C -0.24724 2.43975 1.40057 1.0 2.4 -0.7 -0.426
H -0.24154 -3.62884 -0.53248 -0.1 -0.8 -3.3 0.191
H -0.23106 -4.20306 1.15883 -0.1 1.2 -0.7 0.195
H -0.46245 -1.70994 1.85555 -0.2 -1.4 -1.1 0.180
H 0.23783 -0.75845 -0.52534 1.0 0.8 -0.6 0.229
H -1.33966 -0.96558 -0.94114 -1.9 -1.3 -2.2 0.222
H -1.78560 0.93397 -0.04900 0.5 0.2 0.1 0.189
H -2.04730 -0.06250 1.31039 1.1 0.6 0.6 0.174
H 0.40519 0.49773 1.76004 1.6 -1.1 2.5 0.356
H -0.42210 2.98846 0.38548 -0.2 -1.0 1.7 0.189
H 0.71704 2.96344 1.71534 -1.0 -1.0 -0.1 0.201
H -1.03761 2.78369 2.15070 0.7 -0.9 -0.9 0.180
O 2.36456 0.56222 -1.35823 0.5 -2.8 -2.4 -0.938
H 2.15089 1.38141 -1.05055 -0.9 3.4 1.7 0.479
H 2.84387 0.08736 -0.71071 0.6 -0.6 1.1 0.485
O 0.66806 0.35020 -3.46186 -1.8 2.1 0.7 -0.978
H -0.00117 1.12650 -3.28331 2.2 -2.4 -0.3 0.459
H 1.25501 0.27633 -2.67124 -0.6 0.3 -0.6 0.495
```
Forces are in eV/Å.

Summary:
- Calculated total energy: -11010.8252 eV
- Largest force on an atom: 0.089 hartree/bohr
- SMILES: C=CCCNC.O.O
- Kohn-Sham gap: 9.74 eV

=====

# 5
Entry from OMol25: a cluster of 3 separate species, C5H15NO2 in total at a distorted geometry (ωB97M-V with the def2-TZVPD basis set).

XYZ file:
```
23
Properties=species:S:1:pos:R:3:forces:R:3:nbo_charge:R:1
C -0.47459 1.59912 1.09518 1.2 1.1 -0.4 -0.410
N 0.32240 0.54746 0.45303 -0.3 0.0 0.4 -0.475
C 0.24594 -0.73288 1.19454 0.9 0.2 -1.2 -0.226
C 0.89854 -1.71750 0.20520 -2.0 -0.8 -0.2 -0.406
C 0.44862 -1.18568 -1.20403 0.3 0.3 0.9 -0.419
C -0.14550 0.21513 -0.90239 0.7 0.9 -1.3 -0.242
H -0.41502 2.53939 0.44241 -0.2 -1.2 1.1 0.208
H -0.07023 1.81937 2.11714 -0.2 -0.1 -0.9 0.200
H -1.50521 1.29141 1.21224 -0.6 0.0 -0.1 0.177
H -0.79872 -1.03486 1.32390 -0.1 0.1 0.5 0.159
H 0.82644 -0.62975 2.11854 -0.5 -0.2 0.0 0.207
H 0.54183 -2.77957 0.40053 0.7 1.2 -0.3 0.204
H 1.95001 -1.63574 0.26349 1.1 -0.2 0.2 0.220
H 1.32834 -1.15337 -1.85103 -0.2 0.2 0.0 0.224
H -0.29752 -1.81600 -1.65752 -0.2 -0.3 -0.2 0.204
H 0.15024 0.98614 -1.71015 -0.1 -1.0 1.5 0.210
H -1.23264 0.23506 -0.91736 -0.3 -0.4 0.0 0.193
O 2.94679 0.84232 -0.43866 -1.6 -1.4 -1.9 -0.971
H 2.09990 0.86969 0.03525 -0.7 -0.2 -0.1 0.487
H 3.49994 1.29003 0.12487 2.4 1.6 1.9 0.453
O -3.73161 0.14863 -0.38432 -0.5 0.1 -1.4 -0.936
H -4.20998 -0.30186 -1.11346 0.4 0.5 0.6 0.472
H -3.68370 -0.50885 0.29293 0.1 -0.6 0.8 0.466
```
Forces are in eV/Å.

Summary:
- Calculated total energy: -11012.9315 eV
- Largest force on an atom: 0.067 hartree/bohr
- SMILES: CN1CCCC1.O.O
- Kohn-Sham gap: 9.50 eV

=====

# 6
Entry from OMol25: a cluster of 2 separate species, C5H15NO2 in total (ωB97M-V with the def2-TZVPD basis set).

XYZ file:
```
23
Properties=species:S:1:pos:R:3:forces:R:3:nbo_charge:R:1
C -1.96334 0.65869 -1.05904 0.7 -0.5 -0.4 -0.424
N -0.71119 -0.11626 -1.22123 0.3 0.2 -0.1 -0.648
C 0.37864 0.35913 -0.34632 0.0 0.1 -0.2 -0.044
C 1.70451 -0.19543 -0.83507 0.3 -0.1 0.1 -0.616
C 0.08992 -0.00268 1.12807 0.0 0.2 -0.9 -0.443
C 0.41196 1.10800 2.10021 -0.4 -0.2 0.5 -0.061
O 1.78306 1.46831 2.09875 0.0 0.1 0.0 -0.720
H -1.90951 1.24121 -0.14804 -0.3 0.1 0.2 0.189
H -2.09780 1.34844 -1.88787 -0.1 0.2 -0.1 0.189
H -2.79498 -0.03356 -1.05596 -0.4 0.1 0.2 0.201
H -0.37891 0.05750 -2.16633 -0.1 -0.3 0.1 0.354
H 0.45157 1.45237 -0.44961 0.0 0.1 0.3 0.163
H 1.89216 0.05337 -1.88703 0.0 0.0 0.2 0.203
H 1.77465 -1.27952 -0.72195 -0.2 0.0 -0.1 0.207
H 2.50722 0.22704 -0.23084 0.0 0.1 -0.1 0.227
H -0.96443 -0.26696 1.16978 -0.1 0.0 0.4 0.216
H 0.65415 -0.89936 1.37614 0.1 -0.2 0.1 0.203
H -0.16567 2.00291 1.88424 0.1 0.2 -0.4 0.175
H 0.07328 0.82822 3.10179 0.2 -0.2 0.2 0.163
H 2.27720 0.78317 2.56092 0.0 0.0 -0.1 0.466
O -1.08954 -3.33434 -1.24730 0.2 0.7 0.3 -0.942
H -1.29049 -2.83715 -0.43895 -0.1 -0.4 -0.1 0.465
H -0.63246 -2.62310 -1.72435 -0.1 -0.3 -0.1 0.475
```
Forces are in eV/Å.

Summary:
- Calculated total energy: -11012.8743 eV
- Largest force on an atom: 0.018 hartree/bohr
- SMILES: CN[C@H](C)CCO.O
- Kohn-Sham gap: 10.13 eV

=====

Q: Which of these has the highest largest force on an atom?
A: number 4